Record 1
# C26H50N2O9S

A 3-piece molecular cluster, C26H50N2O9S overall at a distorted geometry (the ωB97M-V functional and the def2-TZVPD basis, the OMol25 dataset).

XYZ file:
```
88
Properties=species:S:1:pos:R:3:forces:R:3
C 1.684 -1.161 -1.153 -0.08 1.25 -0.44
O 1.590 -0.298 0.012 1.38 -1.55 -0.60
C 2.804 -0.556 0.767 0.06 0.57 0.64
C 3.830 0.655 0.710 -0.41 -0.65 -0.19
C 3.664 1.601 -0.536 -0.49 0.45 0.69
C 2.761 2.855 -0.141 0.72 -0.64 -1.42
C 2.772 3.841 -1.379 -0.79 -0.66 0.16
C 1.548 3.615 -2.351 0.77 2.33 -0.99
O 1.221 4.994 -2.768 -1.44 -0.46 -1.21
C 0.518 4.828 -3.957 0.74 -0.50 -0.31
O -0.480 5.368 -4.288 0.16 0.53 0.14
O 1.139 3.856 -4.754 -0.64 0.48 2.51
C 1.859 3.047 -3.784 0.57 -1.33 0.35
C 1.417 1.525 -3.832 -0.07 0.88 -1.38
C 0.008 1.345 -4.553 1.18 -0.14 -0.14
C -0.509 -0.142 -4.482 -0.72 0.36 -0.77
C -1.978 -0.305 -3.925 0.59 -1.23 0.36
C -2.073 -0.432 -2.350 -1.34 0.04 0.21
C -2.905 0.742 -1.668 0.58 -1.05 0.05
C -2.268 2.134 -1.992 -0.70 -1.06 -0.53
S -2.493 3.414 -0.697 -0.65 0.11 -0.19
C -4.254 3.424 -0.335 0.12 -0.12 -0.66
N -5.319 3.765 -1.048 2.20 -0.65 1.26
N -6.391 3.523 -0.242 -0.04 -0.98 2.24
C -5.939 3.055 0.913 0.04 0.67 -1.36
O -4.560 2.983 0.933 -1.68 0.24 -1.05
H 0.926 -0.781 -1.874 0.38 -0.68 0.54
H 1.546 -2.238 -0.900 0.02 0.75 -0.18
H 2.687 -0.984 -1.633 -0.85 -0.49 0.31
H 3.326 -1.479 0.395 -0.68 0.72 0.34
H 2.469 -0.728 1.822 0.51 0.10 -0.82
H 4.851 0.187 0.712 -0.83 0.63 0.22
H 3.664 1.240 1.652 0.49 -0.36 -0.88
H 4.665 1.916 -0.928 -0.78 -0.07 0.50
H 3.135 1.126 -1.402 0.54 0.09 0.81
H 3.125 3.342 0.794 -0.28 -0.38 -0.75
H 1.735 2.425 0.004 0.80 0.65 0.17
H 2.728 4.918 -1.081 -0.08 -0.95 -0.13
H 3.701 3.707 -1.988 -0.65 0.11 0.62
H 0.584 3.261 -1.901 1.13 -0.32 -0.15
H 2.931 3.256 -4.050 -0.78 -0.70 0.59
H 1.420 1.146 -2.784 0.06 0.03 -0.82
H 2.150 0.995 -4.496 -0.52 0.07 1.01
H -0.721 2.113 -4.210 0.39 -0.75 -0.14
H 0.218 1.584 -5.629 -0.37 -0.05 1.00
H 0.212 -0.826 -3.962 -0.73 0.68 -0.21
H -0.539 -0.516 -5.543 0.08 0.28 0.95
H -2.342 -1.288 -4.336 0.23 0.94 0.31
H -2.692 0.462 -4.309 0.76 -0.37 0.22
H -1.091 -0.513 -1.830 -0.58 0.14 -0.60
H -2.635 -1.396 -2.111 0.81 1.17 -0.22
H -3.963 0.653 -2.019 0.76 0.40 0.21
H -2.912 0.498 -0.570 0.05 0.59 -0.87
H -1.162 1.982 -2.112 -0.93 0.43 0.44
H -2.659 2.468 -2.986 0.37 0.05 0.93
H -6.527 2.737 1.792 0.64 0.35 -0.74
C -3.451 -3.951 -0.667 0.05 0.07 -0.13
O -2.044 -4.114 -0.760 -0.16 -0.09 0.22
C -1.418 -4.185 0.516 0.31 -0.10 -0.40
C -1.107 -5.621 0.906 -0.33 0.13 0.51
O -2.298 -6.375 1.104 0.10 0.09 -0.33
C -2.620 -7.187 -0.014 -0.02 -0.14 0.12
H -3.886 -4.189 -1.639 0.10 0.05 0.01
H -3.889 -4.615 0.081 0.02 0.01 0.02
H -3.688 -2.911 -0.418 -0.11 -0.02 0.05
H -2.034 -3.695 1.277 -0.01 -0.10 0.02
H -0.476 -3.632 0.440 -0.01 0.01 0.06
H -0.574 -5.614 1.863 0.03 0.02 -0.06
H -0.462 -6.099 0.164 -0.02 0.05 -0.09
H -1.984 -8.078 -0.023 0.01 -0.01 -0.10
H -2.505 -6.650 -0.959 0.01 0.03 0.03
H -3.658 -7.506 0.085 0.04 0.04 0.08
C 1.074 -0.147 4.487 0.07 0.09 -0.11
O 2.271 0.426 4.989 -0.23 -0.10 0.14
C 2.048 1.253 6.126 0.48 -0.08 -0.10
C 2.383 0.526 7.419 -0.57 0.16 0.16
O 1.493 -0.561 7.649 0.25 -0.03 -0.26
C 2.057 -1.811 7.286 -0.06 -0.05 0.17
H 1.344 -0.969 3.822 0.04 0.07 0.02
H 0.441 -0.540 5.285 0.02 0.02 0.03
H 0.517 0.603 3.915 -0.10 -0.07 -0.01
H 1.019 1.624 6.140 0.00 -0.08 0.06
H 2.715 2.116 6.028 -0.03 0.01 0.03
H 2.252 1.223 8.254 0.06 0.00 -0.04
H 3.422 0.187 7.422 0.02 -0.02 -0.10
H 2.758 -2.142 8.060 0.07 -0.05 -0.06
H 2.574 -1.766 6.325 -0.01 0.04 0.00
H 1.250 -2.542 7.218 -0.02 0.08 0.04
```
Positions in Å, forces in eV/Å.

Summary:
SMILES: COCCCCC[C@H]1OC(=O)O[C@@H]1CCCCCCCSc1nnco1.COCCOC.COCCOC
Frontier orbital gap (eV): 9.65
Multiplicity: 1
Lowest unoccupied orbital energy (eV): 0.4248

Record 2
# CHNO2S

One molecule with the formula CHNO2S at a distorted geometry (the ωB97M-V functional and the def2-TZVPD basis, the OMol25 dataset).

XYZ file:
```
6
Properties=species:S:1:pos:R:3:forces:R:3
C -2.888 1.056 -0.692 0.34 -0.31 0.03
N -1.787 0.945 -1.140 1.74 0.80 -0.52
O -3.909 1.450 -0.327 -1.42 0.11 0.49
O -0.874 -0.043 -1.408 -0.85 -0.95 -0.16
S 0.684 0.276 -0.964 0.28 0.26 0.26
H 0.651 -0.254 0.280 -0.09 0.08 -0.11
```
Positions in Å, forces in eV/Å.

Summary:
SMILES: O=C=NOS
ΔE to the lowest compared entry with this formula, charge and spin (kJ/mol): 208.4
Frontier orbital gap (eV): 10.20
Multiplicity: 1
Lowest unoccupied orbital energy (eV): -0.0239

Record 3
# C4H4S

A 2-piece molecular cluster, C4H4S overall at a distorted geometry (the ωB97M-V functional and the def2-TZVPD basis, the OMol25 dataset).

XYZ file:
```
9
Properties=species:S:1:pos:R:3:forces:R:3
C 0.257 0.678 1.798 0.24 -1.46 -1.44
C 0.437 -0.356 1.178 -0.18 1.41 1.56
C -0.741 0.535 -1.440 -0.23 0.03 -0.76
C -0.027 0.685 -2.385 1.78 0.18 -0.75
S 0.652 -1.961 0.695 0.06 0.07 -0.35
H 0.018 1.635 2.168 0.00 0.33 0.24
H -1.514 0.381 -0.756 -0.48 -0.08 0.74
H 0.103 -2.406 1.822 -0.07 -0.39 0.16
H 0.814 0.808 -3.081 -1.12 -0.10 0.60
```
Positions in Å, forces in eV/Å.

Summary:
SMILES: C#CS.C#C
ΔE to the lowest compared entry with this formula, charge and spin (kJ/mol): 423.0
Frontier orbital gap (eV): 9.75
Multiplicity: 1
Lowest unoccupied orbital energy (eV): 0.6755

Record 4
# C5H14NP

C5H14NP as an isolated structure at a distorted geometry (the ωB97M-V functional and the def2-TZVPD basis, the OMol25 dataset).

XYZ file:
```
21
Properties=species:S:1:pos:R:3:forces:R:3
C -2.762 -0.147 -0.676 -0.76 0.12 -1.35
C 2.059 -1.682 -0.102 -2.18 0.91 -0.67
C 1.334 0.984 1.619 -1.98 0.11 -2.60
C 0.861 0.767 -1.310 -1.53 -2.33 2.54
C -2.047 0.229 0.549 4.61 -1.41 -0.48
N -0.583 -0.916 0.691 -4.36 1.23 -0.40
P 0.760 -0.285 0.317 2.72 1.72 -0.91
H -3.687 0.461 -0.842 0.33 -0.78 0.49
H -2.205 0.054 -1.567 0.78 0.49 -0.53
H -2.892 -1.228 -0.779 -0.57 0.18 0.56
H 2.434 -2.373 0.691 -0.87 0.53 -0.65
H 1.392 -2.155 -0.962 1.80 0.45 1.84
H 2.907 -1.133 -0.516 -0.01 -0.21 -0.23
H 2.356 1.143 1.579 2.12 0.44 -0.04
H 0.784 1.973 1.455 0.55 -1.54 0.42
H 1.071 0.438 2.471 -0.51 -0.18 1.74
H 0.705 -0.002 -2.030 -0.02 -0.24 -1.08
H -0.019 1.372 -1.216 -0.44 0.54 -0.24
H 1.726 1.326 -1.432 1.64 0.93 -0.24
H -2.496 -0.094 1.411 -1.20 -0.53 2.06
H -1.697 1.268 0.649 -0.14 -0.42 -0.24
```
Positions in Å, forces in eV/Å.

Summary:
ΔE to the lowest compared entry with this formula, charge and spin (kJ/mol): 200.7
Frontier orbital gap (eV): 8.90
Multiplicity: 1
Lowest unoccupied orbital energy (eV): 0.8605

Record 5
# C33H68BN3O4S2

A 2-piece molecular cluster, C33H68BN3O4S2 overall at a distorted geometry (the ωB97M-V functional and the def2-TZVPD basis, the OMol25 dataset).

XYZ file:
```
111
Properties=species:S:1:pos:R:3:forces:R:3
C 5.466 -5.422 -1.310 0.17 -0.03 0.24
C 4.250 -4.808 -0.610 -0.31 -0.18 -0.06
N 3.275 -4.247 -1.545 0.34 -0.07 0.44
C 3.715 -2.980 -2.143 -0.15 0.22 -0.20
C 4.034 -3.117 -3.641 -0.30 0.23 0.35
O 2.768 -3.213 -4.213 -0.10 0.23 -0.07
B 1.908 -2.192 -3.473 0.36 -0.76 -0.72
C 1.930 -0.791 -4.336 0.09 -0.06 0.37
C 0.909 -0.693 -5.465 -0.06 0.27 -0.15
C 0.739 0.715 -6.058 -0.15 -0.14 -0.08
C 0.185 1.749 -5.054 -0.05 -0.24 -0.05
C -1.290 2.173 -5.274 0.20 0.37 0.46
C -2.211 1.886 -4.068 -0.23 -0.27 -0.15
C -3.181 0.722 -4.302 0.03 0.25 0.15
C -3.938 0.315 -3.034 0.03 -0.31 -0.13
C -4.381 -1.160 -3.052 -0.16 0.40 0.42
C -5.550 -1.470 -2.094 0.27 -0.05 0.06
C -5.080 -2.065 -0.769 -0.11 0.02 -0.23
O -4.403 -1.090 0.018 0.13 -0.10 0.16
C -5.113 -0.677 1.159 0.07 0.06 -0.14
C 0.464 -2.950 -3.286 0.18 0.28 0.21
C -0.749 -2.136 -2.842 -0.23 -0.51 0.27
C -0.530 -1.089 -1.756 -0.51 0.38 0.04
S -0.229 -1.910 -0.155 0.14 -0.42 -0.07
C 1.103 -1.139 0.641 0.10 0.24 0.28
S 2.067 -2.081 1.574 0.18 0.02 0.11
N 1.305 0.254 0.585 -0.49 -0.13 -0.72
C 0.108 1.094 0.505 -0.29 -0.23 -0.11
C -0.238 1.718 -0.865 -0.32 0.73 0.16
O 0.874 1.863 -1.729 0.01 -0.14 0.18
C 2.074 1.984 -0.984 -0.10 0.14 0.00
C 2.400 0.665 -0.335 0.49 -0.40 0.03
O 2.670 -2.048 -2.169 -0.28 0.19 0.31
H 5.674 -4.931 -2.260 -0.02 0.00 0.07
H 6.357 -5.320 -0.681 -0.06 -0.05 -0.08
H 5.321 -6.489 -1.497 -0.05 0.13 -0.14
H 3.731 -5.595 -0.053 0.09 0.09 0.03
H 4.576 -4.066 0.140 0.08 0.07 -0.12
H 2.434 -4.047 -1.015 -0.08 0.12 -0.16
H 4.539 -2.547 -1.545 0.09 -0.11 -0.09
H 4.518 -2.157 -3.915 0.26 -0.26 -0.17
H 4.656 -3.975 -3.913 -0.03 0.11 0.05
H 2.927 -0.753 -4.799 0.01 0.13 0.11
H 1.877 0.094 -3.679 -0.12 -0.08 -0.05
H 1.213 -1.371 -6.271 -0.11 -0.03 0.10
H -0.083 -1.025 -5.139 0.08 -0.03 -0.02
H 0.040 0.641 -6.900 0.09 0.09 -0.07
H 1.694 1.045 -6.482 -0.04 0.01 0.13
H 0.266 1.339 -4.039 0.13 0.10 -0.24
H 0.822 2.638 -5.068 -0.08 -0.03 0.08
H -1.695 1.701 -6.173 -0.02 0.01 0.02
H -1.309 3.256 -5.441 -0.04 -0.12 -0.21
H -2.806 2.771 -3.813 0.07 -0.01 0.03
H -1.611 1.648 -3.183 0.00 0.15 -0.22
H -3.905 1.031 -5.065 0.09 -0.22 -0.09
H -2.626 -0.136 -4.698 -0.02 0.04 0.02
H -3.285 0.469 -2.168 -0.18 0.08 0.06
H -4.821 0.948 -2.897 0.11 0.10 0.01
H -3.527 -1.754 -2.718 0.02 -0.17 -0.41
H -4.641 -1.439 -4.077 0.05 -0.06 0.09
H -6.098 -0.547 -1.870 -0.15 -0.14 -0.10
H -6.240 -2.183 -2.556 -0.01 0.08 0.04
H -4.373 -2.879 -0.962 -0.03 0.05 0.04
H -5.929 -2.489 -0.218 0.06 0.10 0.06
H -5.414 -1.534 1.773 -0.04 0.05 0.00
H -4.446 -0.043 1.748 -0.04 -0.03 -0.06
H -6.001 -0.089 0.890 -0.04 -0.07 0.07
H 0.615 -3.759 -2.560 0.10 0.02 -0.09
H 0.251 -3.446 -4.240 -0.14 0.06 0.06
H -1.229 -1.623 -3.680 0.08 0.07 0.05
H -1.525 -2.809 -2.437 -0.02 0.02 -0.19
H 0.232 -0.341 -1.992 0.16 -0.51 -0.01
H -1.479 -0.558 -1.608 0.14 -0.19 -0.13
H -0.743 0.479 0.815 0.06 0.15 0.03
H 0.203 1.899 1.242 0.15 0.04 -0.03
H -1.014 1.154 -1.391 0.46 0.34 0.27
H -0.662 2.719 -0.670 0.03 -0.07 0.02
H 2.880 2.240 -1.670 -0.12 0.03 -0.08
H 1.957 2.804 -0.259 0.17 -0.03 0.01
H 3.369 0.699 0.177 -0.20 0.11 0.17
H 2.504 -0.088 -1.128 0.01 0.03 0.05
C 0.169 4.906 8.375 0.05 -0.02 -0.02
C 1.329 4.345 7.557 -0.10 0.00 0.05
C 0.991 4.079 6.090 0.19 0.02 0.05
C -0.162 3.147 5.738 0.06 0.16 -0.10
N -0.097 1.703 6.186 -0.17 -0.18 0.09
C -1.122 0.931 5.371 0.02 -0.01 -0.16
C -0.394 0.544 4.102 0.06 0.00 0.00
C 1.015 0.199 4.592 0.07 -0.07 -0.12
C 1.229 1.034 5.861 0.10 -0.12 -0.11
C -0.432 1.558 7.632 0.09 0.05 -0.02
H -0.724 4.281 8.325 0.00 0.00 0.02
H 0.444 4.993 9.426 0.00 0.03 0.00
H -0.106 5.900 8.021 -0.03 -0.01 -0.02
H 1.742 3.449 8.028 -0.01 -0.01 -0.01
H 2.144 5.070 7.570 0.03 -0.02 -0.01
H 1.894 3.765 5.563 -0.02 0.01 -0.02
H 0.721 5.032 5.625 -0.08 -0.02 -0.02
H -0.232 3.110 4.652 -0.03 -0.02 0.01
H -1.112 3.528 6.113 0.01 -0.03 0.05
H -1.401 0.054 5.952 0.02 -0.01 0.02
H -1.995 1.565 5.225 -0.03 -0.02 0.07
H -0.374 1.370 3.395 0.00 0.03 -0.07
H -0.872 -0.295 3.602 -0.01 -0.01 -0.01
H 1.766 0.402 3.831 -0.01 -0.04 -0.02
H 1.089 -0.862 4.823 -0.01 0.00 0.00
H 1.991 1.795 5.741 -0.04 0.06 0.06
H 1.496 0.418 6.716 0.00 0.01 0.02
H -1.392 2.032 7.818 -0.01 -0.01 0.02
H 0.342 2.012 8.241 -0.04 0.07 -0.01
H -0.491 0.498 7.861 -0.01 -0.01 0.00
```
Positions in Å, forces in eV/Å.

Summary:
Frontier orbital gap (eV): 4.97
Multiplicity: 1
Lowest unoccupied orbital energy (eV): -0.9139

Record 6
# C28H44N6O4

A 7-piece molecular cluster, C28H44N6O4 overall at a distorted geometry (the ωB97M-V functional and the def2-TZVPD basis, the OMol25 dataset).

XYZ file:
```
82
Properties=species:S:1:pos:R:3:forces:R:3
C 0.096 -4.110 2.055 -0.29 -0.36 -0.14
C -0.645 -2.822 1.903 -0.37 1.22 -0.04
C -1.328 -2.919 0.506 1.49 -1.01 1.08
O -1.269 -4.312 0.220 -0.78 -1.00 -1.24
C -0.936 -5.069 1.357 1.10 1.49 1.68
H 0.378 -4.310 3.089 -0.25 -0.29 0.01
H 1.019 -4.023 1.483 0.05 -0.50 -0.19
H -0.117 -1.873 1.996 0.59 -1.22 -0.14
H -1.383 -2.705 2.697 -0.47 -0.29 0.08
H -0.731 -2.464 -0.284 -1.14 -0.14 1.17
H -2.314 -2.458 0.566 0.02 -1.32 -0.73
H -0.506 -6.064 1.244 -0.27 0.12 -1.02
H -1.826 -5.133 1.982 -0.09 -0.32 0.35
C -3.752 -0.770 1.452 -1.81 -0.98 1.53
C -3.268 0.377 2.302 -0.37 2.67 -2.94
O -2.617 1.324 1.762 -4.29 -1.38 1.69
N -3.634 0.395 3.579 0.25 0.46 1.81
C -3.268 1.501 4.493 0.36 -0.47 -0.56
H -2.911 -1.389 1.139 -1.73 -0.29 1.23
H -4.320 -0.505 0.560 0.38 0.61 -0.05
H -4.477 -1.338 2.035 0.08 -0.38 0.12
H -4.072 -0.391 4.037 0.02 -0.05 -0.58
H -3.732 1.337 5.465 -0.32 0.16 -0.29
H -3.522 2.450 4.020 -0.19 -0.05 0.24
H -2.195 1.514 4.686 0.13 -0.03 -0.17
C 2.246 3.545 -1.425 0.94 -1.16 0.13
C 2.897 2.128 -1.215 0.52 3.73 -0.50
O 2.326 1.128 -1.544 4.06 -0.40 -0.13
N 4.141 2.202 -0.729 0.78 0.25 1.12
C 4.969 1.109 -0.289 0.58 -0.67 -0.32
H 1.164 3.512 -1.293 1.43 0.14 -1.09
H 2.510 3.925 -2.412 -0.09 -0.13 -0.10
H 2.573 4.282 -0.691 0.26 -0.12 0.07
H 4.490 3.122 -0.500 -0.28 -0.12 -0.12
H 5.772 0.943 -1.006 -0.05 -0.28 -0.15
H 4.403 0.185 -0.165 -0.06 0.12 -0.30
H 5.479 1.288 0.658 -0.32 0.41 0.14
C -0.230 2.332 -0.607 -1.28 3.11 2.90
C -0.149 3.688 0.095 -0.32 -0.48 -0.86
O 0.025 4.680 -0.613 -0.74 0.89 0.24
N -0.132 3.822 1.412 -0.09 -1.05 1.80
C -0.556 2.809 2.422 1.32 1.36 -0.30
H -0.362 2.606 -1.654 0.90 1.01 4.09
H -1.131 1.786 -0.328 0.32 0.20 0.14
H 0.679 1.743 -0.489 -1.05 1.04 0.96
H 0.257 4.709 1.697 -0.41 0.03 0.27
H -1.170 3.337 3.152 -0.34 -0.25 -0.10
H 0.305 2.406 2.955 0.23 0.36 0.14
H -1.036 1.934 1.984 0.25 1.72 0.08
N -1.622 0.184 -4.371 1.35 -1.38 -0.07
C -1.850 1.335 -3.754 -0.59 0.07 -0.26
C -1.013 1.937 -2.852 1.18 -2.10 -3.76
C 0.259 1.296 -2.662 -1.87 -0.22 -2.86
C 0.553 0.070 -3.289 -1.48 1.83 -0.82
C -0.439 -0.452 -4.140 -0.92 2.38 -0.11
H -2.773 1.822 -4.031 -0.29 0.05 0.01
H -1.199 2.949 -2.524 -0.91 -0.04 -0.84
H 0.926 1.796 -1.976 -0.63 -1.03 -2.47
H 1.493 -0.445 -3.153 -0.03 0.44 -0.11
H -0.233 -1.364 -4.681 -0.76 1.46 -0.46
N 3.020 -2.725 -2.684 -1.24 -0.22 -0.49
C 2.576 -2.665 -1.408 -1.17 0.02 -1.40
C 1.204 -2.540 -1.064 0.73 -0.43 -1.98
C 0.231 -2.470 -2.106 2.63 -1.03 0.32
C 0.713 -2.612 -3.421 0.45 -1.95 0.83
C 2.083 -2.745 -3.692 -0.12 0.05 2.36
H 3.358 -2.699 -0.664 -0.02 0.06 0.25
H 0.919 -2.347 -0.040 0.41 -0.51 -0.14
H -0.785 -2.256 -1.809 0.00 -0.14 -0.98
H 0.003 -2.612 -4.234 0.52 -1.22 0.51
H 2.434 -2.842 -4.709 0.18 0.03 -0.01
N -0.536 -0.356 -0.518 1.27 0.14 1.54
C -1.247 -0.289 0.629 2.09 0.92 -1.16
C -0.703 0.003 1.897 2.80 -0.50 -1.98
C 0.715 0.224 1.895 -0.87 0.15 -0.14
C 1.477 0.178 0.722 -1.32 -1.01 0.59
C 0.812 -0.126 -0.465 -2.02 -2.02 1.51
H -2.305 -0.456 0.487 1.95 0.98 -0.91
H -1.357 0.088 2.752 1.28 -0.39 0.24
H 1.201 0.568 2.796 0.05 -0.33 0.27
H 2.547 0.316 0.673 -0.12 0.15 0.44
H 1.402 -0.231 -1.364 -1.17 -0.62 1.04
```
Positions in Å, forces in eV/Å.

Summary:
SMILES: CNC(C)=O.CNC(C)=O.CNC(C)=O.c1ccncc1.c1ccncc1.c1ccncc1.C1CCOC1
ΔE to the lowest compared entry with this formula, charge and spin (kJ/mol): 1669.9
Frontier orbital gap (eV): 8.39
Multiplicity: 1
Lowest unoccupied orbital energy (eV): 0.2542